253
Properties=species:S:1:pos:R:3:forces:R:3 method="wB97M-V/def2-TZVPD" smiles=COCCOCCOC.COCCOCCOC.COCCOCCOC.COCCOCCOC.COCCOCCOC.COCCOCCOC.COCCOCCOC.COCCOCCOC.COCCOCCOC.COCCOCCOC.COCCOCCOC homo_lumo_gap_ev=9.50 fmax_ev_per_a=4.11
O 0.4450 -8.0399 -0.8070 0.13 0.93 -0.42
O -0.9362 -0.6971 -1.9540 -0.73 0.16 -0.02
O 2.4634 1.5961 6.2690 -0.99 -0.03 0.01
O -2.9592 -4.0702 -4.0993 -0.05 0.34 -0.44
O -5.1277 1.3312 0.1361 0.96 0.23 1.47
O 0.2081 5.1476 3.8317 -0.51 0.78 -0.73
O -4.4518 -1.5922 -5.2394 0.51 -0.61 -0.53
O 4.4407 3.9064 1.6831 -0.20 1.29 0.37
O -3.2692 3.5476 0.1391 0.42 1.12 -1.11
O 11.0753 -2.0886 1.0245 0.64 1.71 0.42
O 3.4426 -3.4883 -4.3477 -0.55 -0.68 -0.14
O 1.2276 -5.1620 -4.5103 -3.44 -0.41 2.21
O -5.6537 -3.6015 2.6428 0.07 -0.38 0.95
O 2.0602 1.1120 1.4613 0.12 1.12 0.05
O 2.3046 4.8722 0.1338 0.63 -0.02 0.28
O 1.2624 3.4662 7.8878 0.86 -1.26 0.58
O 3.8753 -1.3259 -2.3504 -1.69 0.50 1.19
O 3.2249 -1.2979 5.4154 0.73 -0.64 0.30
O 0.8465 -3.2507 1.5214 1.32 -0.21 -0.98
O -2.0669 3.1997 -4.2366 1.14 -0.88 -0.03
O 3.4307 2.9861 -2.3309 -3.57 1.58 0.63
O -2.0846 1.5420 4.5552 -1.02 -0.37 -0.28
O -3.6972 -4.6520 -1.3363 -0.19 0.65 1.96
O 8.3667 -0.9658 0.4927 0.25 1.66 -1.17
O 5.7317 -0.2003 1.2668 -0.49 0.64 1.11
O -2.8032 5.6048 3.2573 -1.10 0.12 -0.26
O -1.9008 -0.2809 -9.0325 -0.35 1.00 0.94
O -4.4228 -0.7924 3.3653 -0.09 -0.27 -1.81
O -1.9623 1.5769 -6.6645 -0.04 -0.75 -0.08
O -4.5921 7.4046 4.4707 -0.54 0.61 -0.14
O -6.9928 2.2056 -2.3997 -0.19 0.00 1.16
O -0.8283 0.3180 0.7313 0.09 0.12 0.34
O 1.3655 -5.2276 -0.5708 0.26 0.14 0.65
C 9.9860 -1.9368 1.9165 -0.34 -2.18 -0.26
C -4.4816 -2.9321 -5.7118 -1.04 -0.60 0.38
C 4.7652 -1.7600 -3.2972 -0.31 -0.39 -1.67
C -2.5698 -0.4845 -7.7962 0.75 -1.21 0.29
C 0.8670 1.2608 2.2235 -0.71 -0.93 -1.29
C -8.3632 2.5157 -2.6111 -0.39 -0.25 -0.46
C -3.0829 -5.5065 -2.2470 1.76 0.82 0.65
C 7.2172 -0.9914 -0.2939 -0.79 0.67 -0.81
C -3.1935 2.0817 -6.1181 1.56 0.84 1.16
C -2.5903 -0.8628 -10.0860 -1.11 -1.13 0.73
C 8.6901 -2.1135 1.1273 0.48 -1.03 2.21
C 2.4615 -0.1356 0.9443 -0.76 0.38 -0.60
C 2.6754 -2.5817 5.1832 -0.36 -0.11 -0.23
C -0.5887 4.9785 2.6124 0.85 0.47 0.85
C -3.2450 -3.7577 -5.4748 1.20 -0.25 0.97
C -3.6124 -5.2212 -3.5841 0.28 -0.15 -1.76
C -3.4004 -4.9608 0.0741 1.05 -1.27 -2.40
C 12.2273 -1.4970 1.6039 1.56 -1.96 0.95
C -4.1597 5.2248 3.6662 1.91 1.33 0.81
C -5.9939 -2.2826 2.3401 -0.52 0.49 -1.82
C 0.2263 -3.1364 0.2673 1.47 -1.43 -0.24
C 1.1373 -3.8449 -0.7398 -0.73 0.79 -0.62
C 2.5054 2.8609 8.2808 -1.35 0.46 0.97
C 3.6839 5.2752 -0.1289 -1.33 -0.48 -0.88
C -1.3780 1.7188 5.7400 1.99 -0.74 -0.11
C 1.3089 -6.2325 -3.5657 -0.08 1.06 0.59
C -3.0690 2.2479 -4.5732 -0.55 0.56 -0.05
C 1.5207 5.6614 3.5332 -1.40 0.95 1.07
C -0.7742 2.5791 -4.0774 0.90 0.00 0.37
C -1.8135 0.1140 -6.6449 -1.62 1.65 0.64
C -6.8903 1.0908 -1.4923 0.73 0.21 -0.55
C 4.4383 5.2341 1.1699 1.20 -0.76 -1.28
C 1.2503 -9.1584 -1.0620 1.22 0.86 0.55
C -1.8389 0.6255 -0.1825 0.33 0.77 -1.30
C 2.5499 -0.2744 4.7472 0.69 1.54 0.33
C 1.7009 4.1944 -0.9438 0.55 0.24 -1.31
C -4.6131 3.6821 -0.2621 -0.17 0.73 0.01
C -2.4055 4.4206 -0.6486 -1.08 -0.19 -0.20
C 0.7723 -7.3141 0.3818 -1.86 -1.02 0.61
C -1.2718 -1.5057 -3.0533 0.74 -1.73 -0.60
C -0.4554 1.4894 1.4216 1.68 -0.48 0.74
C 3.2647 2.3851 7.1039 1.61 -0.29 -1.25
C 4.5926 -3.2410 -3.6140 1.33 0.28 0.59
C 3.1326 1.1409 5.1139 0.05 -0.76 0.19
C 1.4381 4.7092 7.2832 1.22 -0.56 -0.11
C 4.4416 2.1439 -2.0638 2.13 -1.34 0.58
C -5.4193 2.6598 0.4809 -1.20 0.27 0.56
C 3.4982 -4.7721 -4.9631 0.71 0.27 0.81
C 2.1383 -5.1642 -5.4501 2.93 -1.04 -2.56
C -5.2394 8.6878 4.2816 1.16 -2.13 0.64
C -1.9828 4.5034 2.9191 0.44 -0.31 0.52
C -5.4592 0.7647 -1.0822 -0.93 1.33 -0.54
C -2.0756 -0.5515 -1.0793 0.31 1.36 -1.88
C 2.5088 -1.3672 -2.7823 0.39 -0.53 -0.87
C -5.0083 6.4836 3.5123 0.78 -0.56 -0.41
C -3.0084 0.4325 4.6437 1.69 1.25 1.13
C 5.3057 0.8692 2.1521 -0.35 -1.92 -0.89
C -4.8366 -1.3084 2.0969 -1.52 -0.08 -0.03
C -4.9492 -3.6776 3.8780 0.65 -0.26 -0.67
C 2.3762 2.8785 -1.3092 2.11 0.92 1.12
C 5.3022 3.8478 2.7951 1.33 -1.72 -0.30
C -3.3569 0.1095 3.2350 0.02 0.08 0.74
C 0.0717 -2.7551 2.5125 -1.01 -0.55 2.56
C -5.0948 -1.4666 -4.0138 -1.31 0.86 0.66
C 0.3908 -5.8612 0.2095 -0.90 -0.96 -0.78
C 6.3603 0.2411 0.0663 0.54 -2.33 0.96
H 4.9133 2.3965 -1.0815 0.40 0.30 -0.68
H -1.7934 -2.4427 -2.7480 0.62 0.32 0.06
H -8.4344 3.4130 -3.2099 0.25 0.26 -0.10
H 4.7724 0.4110 3.0056 0.57 0.08 -0.31
H -0.6158 2.5049 5.6034 -0.61 -0.02 0.11
H 4.1818 -4.7062 -5.8099 0.27 -0.24 -0.13
H 3.9793 5.9051 1.8656 -0.34 0.51 0.62
H -5.2604 -0.2789 -0.8720 -0.32 -0.44 -0.63
H 2.8753 2.6346 -0.3151 -0.64 -0.52 -1.18
H -0.3360 -1.7685 -3.6285 -0.83 0.22 0.78
H -7.2186 0.2366 -2.0212 -0.98 -1.14 -0.48
H 0.5695 4.8172 6.7254 -1.67 0.90 -1.02
H 2.2205 -0.8940 1.6442 -0.44 -1.17 0.54
H 1.8062 -7.3486 0.6599 0.89 -0.28 -0.14
H 12.6174 -2.1176 2.5452 -0.85 1.03 -1.75
H 1.8217 -4.6105 -6.3231 -0.17 0.75 -0.02
H -2.5752 -1.5880 -7.6301 -0.28 0.37 0.00
H -0.7717 -0.1378 -6.6379 0.63 0.14 -0.20
H 2.0197 -5.8929 -2.7881 -0.24 -0.76 -0.19
H -4.9083 -0.4609 -3.6610 0.52 0.26 0.27
H 1.8981 5.0635 2.7541 1.18 -0.88 -0.88
H -6.7013 -1.7919 3.0179 0.13 -0.32 0.54
H -0.2419 2.3005 0.7176 -0.24 0.09 -0.14
H -3.5615 1.0185 2.6547 -0.44 -0.09 0.03
H -2.7824 0.9545 0.2181 -0.47 -0.14 0.98
H -3.2413 -6.5196 -1.9379 0.03 -0.93 -0.04
H -4.6291 -4.7017 4.0780 -0.32 -0.03 -0.22
H 6.1917 1.3847 2.4380 0.52 0.63 0.51
H -4.6612 -5.0635 -3.5589 -1.29 0.25 0.28
H -1.5315 1.5539 -0.7536 -0.10 -1.03 -0.04
H -3.4837 -6.0920 -4.2508 0.37 0.17 0.02
H -1.2461 1.7687 2.1228 0.04 0.28 0.06
H -0.5818 -5.8241 -0.3354 0.44 -0.14 0.39
H 2.3635 -6.1620 -5.8857 -0.46 -0.25 0.10
H 7.4685 -0.9670 -1.3808 0.06 -0.09 0.56
H -5.3041 2.7125 1.5984 0.26 0.04 -1.06
H 2.5984 -2.8716 4.1158 0.53 0.34 0.26
H 8.9092 -2.9617 0.4722 -0.45 -0.14 -0.23
H 5.4763 4.7405 3.3956 -0.87 0.27 0.02
H 0.2803 -5.3867 1.1750 0.01 0.06 0.35
H -2.4537 -0.3252 2.8198 0.09 -0.46 -0.58
H 3.6927 3.2101 6.5348 -0.13 0.47 -0.22
H 1.0127 2.1453 2.8003 0.15 0.68 0.66
H 0.3123 -6.3236 -3.0727 0.79 -0.14 -0.52
H 0.6443 -3.6662 -1.7064 0.11 -0.15 -0.19
H 3.2594 -3.3232 5.7270 0.21 0.19 -0.12
H -1.4227 4.3751 -0.1739 -0.13 0.09 -0.30
H 3.6531 6.2894 -0.5122 0.05 0.55 0.12
H 3.8880 -5.5573 -4.2326 -0.40 0.94 -0.72
H -6.4896 2.8866 0.3014 0.28 -0.07 -0.04
H 2.1009 5.6517 4.4789 -0.25 -0.23 -0.72
H 0.7425 0.4003 2.8792 -0.12 -0.12 0.19
H -4.7512 -2.1981 -3.2780 -0.12 0.00 0.02
H 1.6341 -7.1518 -4.0767 -0.18 0.09 0.29
H -3.4778 -0.3091 -10.4415 0.02 -0.14 0.55
H -2.2640 -0.2528 -5.7011 0.20 -0.06 -0.49
H -4.0628 -3.0678 3.7737 0.41 0.12 0.32
H 5.7233 -1.5468 -2.8607 0.75 -0.18 -0.13
H 3.0924 1.9232 4.2891 -0.10 -1.09 0.69
H -4.6013 9.3174 4.8709 -0.19 0.88 0.10
H 0.6705 3.9371 -0.7149 -0.11 0.34 0.45
H 4.5824 1.4927 1.6518 -0.09 0.57 -0.20
H -4.5766 -2.8889 -6.7935 -0.42 0.01 -0.20
H -4.0028 2.7071 -4.1250 0.63 -0.85 -0.67
H -4.8805 1.1243 -1.9313 0.76 0.00 -0.05
H -2.4309 -0.3926 5.1116 -0.53 0.04 -0.20
H -0.0002 3.3387 -3.8385 -0.69 0.05 -0.59
H 1.6545 2.1605 -1.6352 -0.39 -0.75 -0.09
H 3.5246 -0.1825 0.7855 0.45 0.38 0.11
H -4.8035 3.5967 -1.3557 0.52 -0.34 0.33
H -4.9746 4.7138 -0.0401 0.06 -0.47 0.21
H 2.6307 -0.4063 3.6879 -0.11 -0.19 -0.84
H 13.0090 -1.5662 0.8341 -0.14 0.14 0.35
H -0.7306 1.9643 -3.1559 -0.47 -0.23 -0.45
H -2.8480 -1.9119 -9.7687 -0.20 0.70 -0.61
H 3.0205 3.5626 8.9606 0.43 -0.15 -0.58
H 1.4990 6.7103 3.1551 -0.21 -0.47 0.28
H -4.0629 -5.7808 0.3948 0.41 0.21 0.07
H 6.3092 3.6107 2.3980 -0.08 0.08 0.23
H -5.2408 -0.5241 1.4204 0.28 0.04 0.72
H -6.5662 -2.3910 1.3929 0.39 0.23 0.32
H -1.9445 -0.9141 -10.9087 1.11 -0.14 -1.19
H 7.8680 -2.3155 1.8533 0.44 -0.55 -0.34
H -2.3553 3.9924 2.0168 -0.11 -0.13 0.57
H -4.5377 4.4862 2.9996 -0.30 -0.99 -0.43
H -9.0195 2.6636 -1.7308 0.82 -0.07 0.16
H -5.5202 -3.3010 4.7076 -0.49 0.19 0.41
H -2.3637 -3.1957 -5.8473 -0.37 -0.29 0.25
H 2.4747 -0.9070 -3.7723 -0.18 -0.02 -0.22
H -0.8130 -3.4113 2.6776 -0.22 0.49 -0.38
H 5.0217 2.9590 3.3937 -0.03 0.87 0.00
H 1.6473 -2.6755 5.5489 -0.13 0.32 0.26
H -2.8584 1.2582 -4.1010 -0.16 0.55 -0.12
H 4.0731 4.6998 -1.0011 0.14 -0.06 1.08
H -6.2232 -1.4346 -4.0959 0.87 -0.71 -0.15
H 4.6514 -1.1957 -4.2696 0.13 -0.26 0.75
H 7.0047 1.1038 0.2767 -0.34 0.11 -0.55
H -0.4176 1.9755 -4.9607 -0.65 0.73 0.85
H -2.9773 -0.3227 -1.7221 0.68 -0.42 0.67
H -0.7586 5.8976 2.0392 0.64 0.35 0.18
H -3.8502 0.6845 5.3198 0.15 -0.09 -0.55
H 2.0049 -0.3238 -0.0277 -0.33 -0.19 0.04
H -1.9659 -1.1105 -3.7958 -0.18 0.87 0.16
H 0.0256 4.2981 2.0158 -0.49 -0.24 -0.40
H 2.2545 2.0192 8.9104 -0.34 -0.35 0.08
H 6.5665 -1.8773 -0.1046 0.53 0.41 -0.04
H -1.8989 3.8696 3.8012 -0.25 -0.63 -0.17
H -3.3230 3.1046 -6.5489 -0.09 -0.95 0.14
H -7.4745 1.2856 -0.6140 -0.59 -0.11 0.49
H 4.1640 1.0883 -1.8568 -0.25 0.25 -0.81
H 0.1781 -7.8278 1.2252 0.75 1.00 -0.86
H 5.6006 0.2706 -0.6913 -0.26 0.97 -0.56
H 2.2702 4.7217 6.5552 -0.13 0.07 0.41
H -0.2313 -1.7159 2.3372 -0.03 -0.03 0.24
H 2.1134 -3.3672 -0.7785 0.07 0.12 0.13
H 1.1606 -9.8039 -0.2123 0.34 -0.81 0.61
H 1.8927 -0.7659 -2.1439 -0.16 0.18 0.67
H -6.2474 8.6007 4.6560 -0.49 0.40 0.08
H 4.6842 -3.8086 -2.6720 -0.60 -0.04 0.00
H -4.0140 1.4219 -6.3042 -0.78 -0.35 -0.45
H -1.9730 -5.2651 -2.3076 -0.88 -0.59 0.24
H -4.8331 6.8569 2.4769 0.08 -0.01 0.41
H 5.0940 2.2577 -2.9615 0.17 -0.56 1.02
H -4.0701 -1.7923 1.4916 0.65 -0.20 0.41
H 1.5630 5.4653 8.0382 0.13 0.68 0.22
H 1.5358 -0.3043 5.0837 -1.10 0.26 -0.11
H 1.7046 4.8729 -1.8082 -0.24 -0.14 -0.18
H 10.0405 -1.0085 2.4773 -0.12 0.13 0.10
H 4.1738 0.9732 5.4290 0.14 0.00 -0.57
H -0.7752 0.8011 5.9468 -0.31 0.34 0.07
H -5.2043 8.8828 3.2291 -0.13 0.70 -0.61
H -2.7706 5.4874 -0.7329 0.22 -0.98 0.62
H 5.4984 5.5834 0.9751 -0.89 -0.28 0.21
H -6.0784 6.2733 3.5550 -0.27 -0.20 0.35
H 0.8981 -9.6986 -1.9178 -0.30 0.01 -0.59
H -2.2998 -5.2232 0.1611 -1.41 0.08 0.06
H 5.4355 -3.5921 -4.1908 0.74 0.09 -0.41
H -3.2729 -4.7256 -6.0028 -0.30 0.39 -0.28
H -8.8404 1.7190 -3.1867 -0.02 -0.18 -0.09
H -2.0037 1.8827 6.5958 -0.48 0.40 0.51
H -2.1942 -1.4665 -0.5360 -0.39 -0.66 0.48
H 4.1600 1.7756 7.3112 -0.11 0.17 0.82
H 0.6080 -2.9232 3.4748 -0.18 0.76 -0.65
H 2.3317 -8.8595 -1.2105 -0.97 -0.36 0.12
H 0.1016 -2.1157 -0.0275 -0.12 0.84 -0.24
H -5.3687 -3.4409 -5.2348 0.63 0.32 -0.77
H -0.7295 -3.6386 0.3114 -0.65 0.00 -0.10
H -4.0504 4.8709 4.7300 -0.64 0.18 -0.96
H -2.4308 4.0436 -1.6870 0.52 0.04 0.29
H 10.0895 -2.8537 2.5568 -0.47 0.99 0.30
H 2.1164 -2.4049 -2.8850 0.31 0.83 0.24
H -3.5746 -4.0853 0.6247 -0.45 1.13 0.77
H 12.1575 -0.4631 1.9620 -0.55 -0.05 -0.33
H -3.6059 -0.1320 -7.7175 0.04 0.05 -0.63